Record 1
51
Properties=species:S:1:pos:R:3 method="wB97M-V/def2-TZVPD" e_tot_ev=-37630.0725 e_homo_ev=-11.3 total_charge=+1
C 0.48322 4.05384 -3.13674
N 0.03359 2.85444 -2.35793
C 0.58615 1.57324 -2.88759
B -1.44461 2.81612 -2.14326
O -1.92202 3.35063 -0.86134
C -2.45598 2.25371 -3.29326
O -2.32293 3.20243 -4.40108
C -3.58911 3.76996 -4.78502
O -3.92222 4.20316 -5.89453
O -4.39322 3.68505 -3.57165
C -4.04462 2.35429 -3.10265
F -4.51892 1.53013 -4.22257
I -4.97512 1.77423 -1.23310
H 0.71876 3.78985 -4.23600
H 1.46591 4.41530 -2.66071
H -0.35519 4.83064 -3.09339
H 1.64525 1.81468 -3.29525
H 0.01128 1.11758 -3.76549
H 0.76968 0.79022 -2.05139
H -2.35017 4.21478 -1.10367
H -2.20918 1.24255 -3.76320
C -0.76518 -1.35927 -0.43359
C -0.43515 -0.44412 0.73924
C 0.97854 -0.54170 1.31228
N 1.34813 -1.83546 2.06565
C 0.30024 -2.14060 3.13122
C 0.73242 -3.27063 4.05443
C 2.07163 -2.98572 4.71489
C 3.13973 -2.66970 3.68067
C 2.70580 -1.55590 2.73881
C 1.50134 -2.98530 1.08902
H -1.07574 -2.34911 -0.09506
H -1.60662 -0.94991 -0.99874
H 0.08020 -1.46043 -1.11884
H -1.19079 -0.55593 1.52136
H -0.54524 0.58532 0.37773
H 1.09968 0.27208 2.03371
H 1.72906 -0.40421 0.52808
H 0.14279 -1.21934 3.69920
H -0.62683 -2.40966 2.62097
H -0.02854 -3.40901 4.82775
H 0.78323 -4.21460 3.50220
H 2.37944 -3.84426 5.31715
H 1.96648 -2.13813 5.40203
H 3.39757 -3.57486 3.12275
H 4.05782 -2.36511 4.19206
H 3.43840 -1.40432 1.94161
H 2.59812 -0.62373 3.30127
H 2.08871 -2.64236 0.23687
H 0.51599 -3.32422 0.78065
H 2.00826 -3.81665 1.57446



Record 2
41
Properties=species:S:1:pos:R:3 method="wB97M-V/def2-TZVPD" e_tot_ev=-37753.7142 e_homo_ev=-6.9
C -1.64504 -2.55858 1.54076
C -0.30143 -3.19263 1.16297
C 0.91135 -2.26412 1.31002
In 0.64196 -0.17134 0.63764
B 0.70088 1.27957 2.42240
O 1.84250 1.48780 3.16246
O -0.39807 2.03980 2.80934
C -0.78879 3.13803 2.01164
C 0.19608 4.31163 2.09453
B -1.06026 0.10530 -0.86665
O -2.33521 0.60548 -0.64541
N -0.72720 -0.32055 -2.24908
C -0.60834 -1.77382 -2.21309
C -1.77515 -0.01750 -3.23291
P 2.76763 0.20737 -0.79272
O 4.00354 -0.24966 -0.10558
O 2.65257 -0.54432 -2.27879
O 2.99609 1.72930 -1.39303
H -2.13130 -2.06082 0.69677
H -2.35422 -3.30958 1.90181
H -1.51399 -1.82917 2.34499
H -0.16466 -4.07264 1.80606
H -0.34279 -3.59240 0.14093
H 1.24053 -2.24284 2.35305
H 1.75768 -2.66546 0.74245
H 2.34161 0.68348 3.33952
H -0.87804 2.80384 0.96550
H -1.78106 3.43487 2.35619
H 0.65678 4.52157 1.12627
H -0.29743 5.22864 2.42205
H 0.98599 4.07813 2.80881
H -2.36056 1.53102 -0.37908
H 0.28843 -2.08809 -1.68099
H -1.50541 -2.25225 -1.79668
H -0.51438 -2.09786 -3.28055
H -1.34280 -0.02657 -4.23674
H -2.58877 -0.75899 -3.19314
H -2.21028 0.97187 -3.11859
H 3.07673 0.01268 -2.94318
H 2.27581 2.30358 -1.10187
Cs 0.28902 -2.38481 -4.64810



Record 3
11
Properties=species:S:1:pos:R:3 method="wB97M-V/def2-TZVPD" e_tot_ev=-7764.8194 e_homo_ev=-11.2 e_above_lowest_kj_mol=164.7 smiles=C[C@]1(C#N)CO1
C -1.21197 0.38223 -0.49974
C 0.04697 0.10173 0.28444
C 0.93051 1.22575 0.57980
N 1.74754 2.04791 0.60883
C 0.79467 -1.14955 0.12859
O -0.06825 -0.94223 1.23688
H -1.76584 -0.55875 -0.57064
H -0.98033 0.74858 -1.50391
H -1.84279 1.11699 0.01153
H 0.50459 -1.81146 -0.68326
H 1.84489 -1.16121 0.40748



Copy entry 3 word for word.
11
Properties=species:S:1:pos:R:3 method="wB97M-V/def2-TZVPD" e_tot_ev=-7764.8194 e_homo_ev=-11.2 e_above_lowest_kj_mol=164.7 smiles=C[C@]1(C#N)CO1
C -1.21197 0.38223 -0.49974
C 0.04697 0.10173 0.28444
C 0.93051 1.22575 0.57980
N 1.74754 2.04791 0.60883
C 0.79467 -1.14955 0.12859
O -0.06825 -0.94223 1.23688
H -1.76584 -0.55875 -0.57064
H -0.98033 0.74858 -1.50391
H -1.84279 1.11699 0.01153
H 0.50459 -1.81146 -0.68326
H 1.84489 -1.16121 0.40748